Entry from the Open Molecules 2025 dataset: one molecule with the formula C4H5O2P (ωB97M-V/def2-TZVPD).

The geometry in XYZ format:
```
12
Properties=species:S:1:pos:R:3
C -1.41 0.88 0.02
C -1.39 -0.38 -0.60
C -0.68 -1.52 -0.05
P 1.05 -1.52 0.06
C 1.49 0.22 -0.21
O 1.09 1.21 -0.57
O 2.79 0.10 0.48
H -1.59 2.06 0.12
H -1.42 0.72 1.29
H -1.81 -0.45 -1.54
H -1.21 -2.38 0.36
H 3.08 1.07 0.63
```

Results
SMILES   C=C/C=P\C(=O)O
Net charge   0



Entry from the Open Molecules 2025 dataset: C4H5O2Pt as an isolated structure (ωB97M-V/def2-TZVPD).

The geometry in XYZ format:
```
12
Properties=species:S:1:pos:R:3
H 0.55 -1.19 -1.87
O -1.93 1.73 0.62
C -0.80 1.04 0.41
C -0.81 -0.31 0.50
C 0.45 -1.01 0.78
C 1.41 -1.30 -0.11
O 1.43 -0.97 -1.44
Pt 2.62 0.07 -2.07
H -1.81 2.66 0.40
H 0.09 1.64 0.23
H -1.72 -0.81 0.81
H 0.52 -1.56 1.72
```

Results
Net charge   +2
Multiplicity   4
Expectation value of S²   3.78



Entry from the Open Molecules 2025 dataset: C4H5O2Zn as an isolated structure (ωB97M-V/def2-TZVPD).

The geometry in XYZ format:
```
12
Properties=species:S:1:pos:R:3
H 2.38 2.67 2.28
O 1.57 2.15 2.38
C 1.68 0.98 1.61
C 0.62 0.02 1.99
C -0.52 -0.48 1.90
H 2.66 0.49 1.75
H 1.59 1.20 0.53
H -1.53 -0.63 1.55
C 0.44 -1.66 3.27
O 1.35 -2.55 2.95
Zn 0.47 -3.94 3.62
H 0.59 -1.03 4.17
```

Results
Net charge   +1



Entry from the Open Molecules 2025 dataset: C4H5O3Sr as an isolated structure (ωB97M-V/def2-TZVPD).

The geometry in XYZ format:
```
13
Properties=species:S:1:pos:R:3
O -0.70 -0.66 1.03
C -0.17 -1.84 1.02
C 0.71 -2.43 1.85
H 0.80 -3.51 1.77
H 1.06 -1.85 2.72
C 0.07 0.41 -0.26
O 0.33 -0.02 -1.41
Sr 1.88 -1.74 -0.83
O -0.33 1.64 -0.10
C -0.82 2.36 -1.24
H -0.01 2.52 -1.96
H -1.63 1.81 -1.74
H -1.20 3.31 -0.85
```

Results
Net charge   +1



no.,strongest force on any atom (eV/A),E (eV)
1,7.0,-17608.1567
2,12.5,-11541.8096
3,4.1,-56727.6621
4,2.7,-11196.4744